No. 1
The following is a quantum chemistry calculation of a structure of composition C27H38BaClN11O2, from OMol25.

## Properties
**Energy relative to the best compared isomer or geometry (same formula, charge and spin)**: 51.62 kJ/mol
**LUMO level (alpha / beta)**: -2.725 / -2.734 eV
**Orbital gap (alpha / beta)**: 3.645 / 7.870 eV
**Molar mass**: 721.457 g mol⁻¹
**Multiplicity**: 2
**Charge**: +1

Atoms and positions in Å:
Ba1 0.21 -1.42 0.19
N1 -5.73 1.94 0.59
N2 -4.59 1.34 1.06
N3 -4.62 0.51 2.08
C1 -3.34 0.13 2.12
N4 -2.61 0.72 1.16
N5 -3.44 1.50 0.49
H1 -6.39 2.09 1.34
H2 -5.50 2.76 0.05
H3 -2.97 -0.58 2.83
O1 0.97 -0.60 2.55
N6 0.84 0.44 3.34
C2 1.76 1.42 3.31
C3 1.63 2.54 4.10
C4 0.53 2.67 4.94
C5 -0.40 1.64 4.97
C6 -0.22 0.54 4.16
H4 2.59 1.25 2.64
H5 2.39 3.31 4.04
H6 0.42 3.54 5.56
H7 -1.26 1.69 5.61
H8 -0.89 -0.31 4.15
C7 6.82 -2.50 -4.80
C8 6.10 -1.41 -4.00
C9 5.68 -2.04 -2.66
C10 7.13 -0.30 -3.73
C11 4.88 -0.83 -4.80
O2 5.25 -0.54 -6.15
C12 3.61 -1.71 -4.77
C13 3.62 -3.00 -5.63
C14 3.36 -4.26 -4.83
C15 2.24 -4.36 -4.01
C16 1.97 -5.50 -3.28
C17 2.84 -6.58 -3.36
Cl1 2.51 -8.02 -2.46
C18 3.96 -6.51 -4.17
C19 4.21 -5.36 -4.90
C20 4.45 0.59 -4.35
N7 3.85 0.69 -3.03
C21 2.57 0.52 -2.68
N8 2.41 0.74 -1.39
C22 3.67 1.06 -0.98
N9 4.56 1.05 -1.94
H9 7.69 -2.83 -4.23
H10 7.19 -2.13 -5.76
H11 6.20 -3.38 -4.96
H12 6.58 -2.32 -2.11
H13 5.09 -2.94 -2.81
H14 5.11 -1.34 -2.04
H15 8.07 -0.75 -3.40
H16 6.79 0.38 -2.95
H17 7.34 0.27 -4.64
H18 5.48 -1.35 -6.60
H19 2.79 -1.09 -5.12
H20 3.40 -1.97 -3.73
H21 4.55 -3.12 -6.18
H22 2.84 -2.91 -6.39
H23 1.54 -3.52 -3.96
H24 1.09 -5.57 -2.65
H25 4.63 -7.36 -4.23
H26 5.09 -5.32 -5.54
H27 3.73 0.93 -5.08
H28 5.31 1.25 -4.37
H29 1.78 0.26 -3.38
H30 3.92 1.31 0.03
C23 -1.24 3.38 -4.90
C24 -1.14 2.06 -4.22
C25 -1.42 0.79 -4.67
C26 -1.14 -0.07 -3.58
N10 -0.71 0.63 -2.54
N11 -0.72 1.91 -2.95
C27 -1.29 -1.56 -3.52
H31 -1.60 3.25 -5.91
H32 -0.27 3.88 -4.94
H33 -1.93 4.04 -4.37
H34 -1.79 0.51 -5.64
H35 -0.43 2.63 -2.31
H36 -1.63 -1.95 -4.48
H37 -2.01 -1.85 -2.76
H38 -0.33 -2.04 -3.29

In the Löwdin picture, each atom carries the following charge in e: 1.092, 0.138, -0.296, 0.128, -0.244, -0.027, 0.050, 0.104, 0.101, 0.087, -0.458, -0.220, 0.001, -0.022, -0.038, -0.022, -0.012, 0.135, 0.122, 0.120, 0.122, 0.129, -0.034, -0.490, -0.030, -0.048, -0.431, 0.005, -0.109, -0.114, -0.233, -0.044, -0.101, -0.671, 0.672, -0.092, -0.037, -0.050, -0.091, -0.178, 0.028, -0.222, 0.116, 0.094, 0.094, 0.058, 0.096, 0.082, 0.066, 0.089, 0.066, 0.094, 0.085, 0.113, 0.095, 0.095, 0.126, 0.097, 0.100, 0.110, 0.113, 0.140, 0.129, 0.117, 0.101, -0.017, -0.303, 0.014, -0.378, 0.022, 0.024, -0.055, 0.084, 0.084, 0.084, 0.114, 0.159, 0.084, 0.061, 0.031


No. 2
The following is a quantum chemistry calculation of the ion C4H12N2 with charge +2 in a non-equilibrium geometry, from OMol25.

## Properties
**Energy relative to the best compared isomer or geometry (same formula, charge and spin)**: 100.66 kJ/mol
**LUMO level**: -7.213 eV
**Orbital gap**: 11.710 eV
**Structure (SMILES)**: C=C([NH3+])CC[NH3+]
**Molar mass**: 88.154 g mol⁻¹
**Charge**: +2

Atoms and positions in Å:
C1 2.06 0.13 0.78
C2 1.09 -0.33 0.00
N1 1.52 -1.10 -1.21
C3 -0.35 -0.35 0.35
C4 -1.37 0.58 -0.38
N2 -2.45 1.01 0.56
H1 3.09 0.21 0.50
H2 1.93 0.42 1.82
H3 0.98 -1.04 -2.07
H4 1.71 -2.05 -0.88
H5 2.40 -0.66 -1.55
H6 -0.45 -0.18 1.43
H7 -0.80 -1.33 0.25
H8 -0.92 1.59 -0.61
H9 -1.85 0.35 -1.34
H10 -1.96 1.50 1.36
H11 -3.12 1.77 0.36
H12 -3.05 0.31 1.03

In the Löwdin picture, each atom carries the following charge in e: 0.168, -0.280, 0.254, -0.122, -0.118, 0.168, 0.098, 0.111, 0.186, 0.192, 0.191, 0.139, 0.133, 0.154, 0.148, 0.197, 0.194, 0.187


No. 3
The following is a quantum chemistry calculation of a cluster of 2 separate species, C6H16S in total in a non-equilibrium geometry, from OMol25.

## Properties
**Energy relative to the best compared isomer or geometry (same formula, charge and spin)**: 164.84 kJ/mol
**LUMO level**: 0.969 eV
**Orbital gap**: 9.961 eV
**Structure (SMILES)**: CC(C)C.CCS
**Molar mass**: 120.261 g mol⁻¹
**Charge**: 0

Atoms and positions in Å:
C1 -1.61 2.35 0.46
C2 -0.89 1.11 0.92
C3 0.37 0.98 0.00
C4 -0.43 1.35 2.39
H1 -2.29 2.24 -0.41
H2 -0.76 3.08 0.13
H3 -2.15 2.84 1.19
H4 -1.54 0.23 0.89
H5 0.89 1.96 0.06
H6 1.01 0.38 0.54
H7 0.21 0.72 -1.05
H8 -0.89 2.21 2.95
H9 -0.87 0.53 2.97
H10 0.64 1.37 2.67
C5 1.51 -2.09 -2.13
C6 1.02 -2.28 -0.67
S1 -0.52 -3.30 -0.78
H11 2.19 -2.94 -2.44
H12 1.99 -1.17 -2.35
H13 0.62 -2.19 -2.86
H14 1.86 -2.76 -0.24
H15 0.67 -1.33 -0.21
H16 -1.02 -3.28 -2.03

In the Löwdin picture, each atom carries the following charge in e: -0.114, -0.443, -0.106, -0.086, 0.087, 0.108, 0.029, 0.126, 0.090, 0.023, 0.090, 0.077, 0.066, 0.077, -0.197, -0.555, 0.649, 0.084, 0.039, 0.066, 0.048, 0.013, -0.171


No. 4
The following is a quantum chemistry calculation of an isolated molecule of C6H14O2 in a non-equilibrium geometry, from OMol25.

## Properties
**Energy relative to the best compared isomer or geometry (same formula, charge and spin)**: 67.94 kJ/mol
**LUMO level**: 0.795 eV
**Orbital gap**: 10.641 eV
**Structure (SMILES)**: CC(C)[C@@H](C)C(O)O
**Molar mass**: 118.176 g mol⁻¹
**Charge**: 0

Atoms and positions in Å:
C1 -1.78 0.43 -1.06
C2 -0.93 -0.30 -0.02
C3 -0.37 -1.60 -0.58
C4 0.06 0.62 0.69
C5 0.45 0.12 2.07
C6 1.41 0.92 -0.14
O1 1.19 1.40 -1.43
O2 2.35 -0.12 -0.11
H1 -2.29 1.28 -0.61
H2 -1.18 0.79 -1.90
H3 -2.53 -0.25 -1.46
H4 -1.65 -0.59 0.83
H5 0.32 -2.09 0.11
H6 0.14 -1.46 -1.54
H7 -1.19 -2.30 -0.75
H8 -0.42 1.60 0.78
H9 1.14 0.81 2.54
H10 0.93 -0.85 2.02
H11 -0.43 0.04 2.71
H12 1.91 1.75 0.38
H13 0.91 0.67 -2.00
H14 1.98 -0.90 -0.54

In the Löwdin picture, each atom carries the following charge in e: -0.071, -0.405, -0.069, -0.282, -0.063, -0.425, 0.007, 0.012, 0.082, 0.068, 0.078, 0.154, 0.077, 0.078, 0.084, 0.138, 0.082, 0.076, 0.078, 0.151, 0.080, 0.072


No. 5
The following is a quantum chemistry calculation of a cluster of 2 separate species, CHNO3 in total in a non-equilibrium geometry, from OMol25.

## Properties
**Energy relative to the best compared isomer or geometry (same formula, charge and spin)**: 355.42 kJ/mol
**LUMO level (alpha / beta)**: -0.339 / -1.404 eV
**Orbital gap (alpha / beta)**: 9.705 / 7.238 eV
**Molar mass**: 75.023 g mol⁻¹
**Charge**: 0

Atoms and positions in Å:
C1 0.10 -0.05 -0.79
N1 0.70 2.38 0.01
O1 0.31 -0.56 -1.80
O2 0.93 3.24 -0.81
O3 0.70 2.34 1.22
H1 -0.18 -0.47 0.26

In the Löwdin picture, each atom carries the following charge in e: -0.051, -0.258, 0.099, 0.057, 0.043, 0.109


No. 6
The following is a quantum chemistry calculation of an isolated molecule of C19H22N4O3 in a non-equilibrium geometry, from OMol25.

## Properties
**Energy relative to the best compared isomer or geometry (same formula, charge and spin)**: 278.67 kJ/mol
**LUMO level**: 0.828 eV
**Orbital gap**: 9.056 eV
**Structure (SMILES)**: Cc1cc(CN(C)C(=O)c2cc(COc3ccc(C)c(C)c3)on2)n[nH]1
**Molar mass**: 354.410 g mol⁻¹
**Charge**: 0

Atoms and positions in Å:
C1 2.15 3.01 6.30
C2 2.24 2.10 5.13
C3 3.31 1.61 4.43
C4 2.76 0.79 3.43
C5 3.52 0.03 2.39
N1 2.70 -0.89 1.64
C6 2.08 -1.95 2.39
C7 2.45 -0.60 0.34
O1 2.98 0.33 -0.24
C8 1.53 -1.48 -0.42
C9 1.43 -1.43 -1.84
C10 0.45 -2.33 -2.14
C11 -0.14 -2.78 -3.44
O2 -1.54 -2.86 -3.44
C12 -2.27 -1.71 -3.32
C13 -3.65 -1.87 -3.34
C14 -4.48 -0.77 -3.23
C15 -3.96 0.51 -3.11
C16 -4.87 1.69 -3.00
C17 -2.57 0.68 -3.09
C18 -1.97 2.04 -2.95
C19 -1.74 -0.43 -3.20
O3 0.00 -2.88 -1.00
N2 0.66 -2.35 0.05
N3 1.45 0.77 3.52
N4 1.14 1.56 4.54
H1 1.64 2.53 7.13
H2 3.14 3.30 6.62
H3 1.59 3.91 6.04
H4 4.35 1.81 4.60
H5 3.95 0.74 1.66
H6 4.35 -0.52 2.86
H7 1.94 -2.83 1.77
H8 1.10 -1.63 2.77
H9 2.72 -2.19 3.24
H10 2.00 -0.81 -2.49
H11 0.23 -2.12 -4.24
H12 0.19 -3.81 -3.65
H13 -4.06 -2.87 -3.43
H14 -5.55 -0.91 -3.25
H15 -4.69 2.40 -3.81
H16 -4.71 2.22 -2.06
H17 -5.91 1.38 -3.05
H18 -0.88 1.98 -2.92
H19 -2.25 2.67 -3.79
H20 -2.32 2.52 -2.04
H21 -0.68 -0.28 -3.18
H22 0.18 1.71 4.80

In the Löwdin picture, each atom carries the following charge in e: -0.029, -0.314, 0.012, -0.281, -0.097, -0.083, -0.057, -0.397, 0.055, -0.165, 0.060, -0.240, -0.115, -0.029, -0.251, -0.004, -0.040, -0.248, -0.051, -0.226, -0.040, 0.029, 0.050, 0.116, 0.089, 0.020, 0.080, 0.079, 0.080, 0.106, 0.126, 0.134, 0.074, 0.082, 0.095, 0.124, 0.142, 0.144, 0.116, 0.110, 0.081, 0.081, 0.074, 0.077, 0.084, 0.084, 0.102, 0.160


No. 7
The following is a quantum chemistry calculation of a structure of composition C30H50AuP2 in a non-equilibrium geometry, from OMol25.

## Properties
**Energy relative to the best compared isomer or geometry (same formula, charge and spin)**: 361.21 kJ/mol
**LUMO level (alpha / beta)**: -2.470 / -5.624 eV
**Orbital gap (alpha / beta)**: 6.895 / 3.739 eV
**Molar mass**: 669.645 g mol⁻¹
**Multiplicity**: 3
**Charge**: +1

Atoms and positions in Å:
Au1 0.31 -0.20 -1.29
C1 -2.78 1.86 0.64
C2 -3.44 1.10 -0.37
C3 -3.43 -0.17 1.54
C4 -2.78 1.07 1.81
C5 -3.82 -0.16 0.18
C6 -2.26 3.24 0.51
H1 -1.95 3.44 -0.52
H2 -1.39 3.39 1.16
H3 -3.02 3.98 0.78
C7 -2.28 1.49 3.14
H4 -2.20 2.59 3.21
H5 -1.28 1.07 3.35
H6 -2.93 1.14 3.96
C8 -3.61 -1.25 2.53
H7 -4.45 -1.90 2.25
H8 -3.82 -0.80 3.52
H9 -2.70 -1.87 2.65
C9 -4.54 -1.16 -0.64
H10 -5.37 -0.65 -1.18
H11 -4.96 -1.98 -0.06
H12 -3.88 -1.57 -1.42
C10 -3.76 1.52 -1.75
H13 -4.59 2.25 -1.78
H14 -4.09 0.66 -2.35
H15 -2.90 1.98 -2.26
C11 1.95 1.01 -2.32
C12 0.64 1.58 -2.30
C13 -0.16 1.69 -3.57
C14 -1.08 0.48 -3.86
C15 -0.82 -0.70 -2.96
C16 0.43 -1.42 -3.00
C17 1.55 -1.07 -3.95
C18 2.47 0.12 -3.42
H16 0.50 1.80 -4.44
H17 -0.97 0.26 -4.94
H18 -0.77 2.60 -3.50
H19 2.85 0.66 -4.30
H20 2.67 1.51 -1.64
H21 0.34 2.25 -1.47
H22 3.36 -0.39 -3.01
H23 2.21 -1.95 -4.07
H24 0.42 -2.48 -2.67
H25 1.22 -0.83 -4.99
H26 -2.11 0.82 -3.67
H27 -1.74 -1.19 -2.59
P1 2.28 3.85 0.93
C19 1.59 3.72 2.62
H28 2.16 4.30 3.36
H29 1.58 2.67 2.94
H30 0.55 4.07 2.64
C20 4.03 3.42 1.19
H31 4.54 4.05 1.92
H32 4.58 3.48 0.24
H33 4.10 2.38 1.53
C21 2.16 5.60 0.50
H34 2.50 5.75 -0.53
H35 2.72 6.26 1.16
H36 1.10 5.89 0.52
P2 1.65 -4.73 0.34
C22 0.14 -5.69 0.03
H37 0.50 -6.70 -0.16
H38 -0.41 -5.26 -0.83
H39 -0.49 -5.62 0.93
C23 2.81 -5.56 -0.77
H40 2.54 -5.28 -1.80
H41 2.63 -6.62 -0.55
H42 3.81 -5.21 -0.52
C24 2.10 -5.26 2.01
H43 2.65 -6.18 1.83
H44 1.17 -5.39 2.57
H45 2.72 -4.47 2.45
C25 1.37 -0.45 3.36
C26 0.17 -1.03 2.91
C27 -0.08 -1.16 1.53
C28 0.82 -0.50 0.70
C29 2.11 -0.16 1.10
C30 2.44 -0.27 2.47
H46 1.50 -0.33 4.44
H47 -0.52 -1.46 3.65
H48 -0.91 -1.74 1.12
H49 2.86 0.15 0.38
H50 3.49 -0.27 2.83

In the Löwdin picture, each atom carries the following charge in e: 1.109, -0.115, -0.127, -0.120, -0.117, -0.117, 0.014, 0.085, 0.076, 0.116, 0.013, 0.094, 0.091, 0.100, 0.009, 0.094, 0.097, 0.096, 0.002, 0.106, 0.092, 0.100, -0.004, 0.123, 0.087, 0.079, -0.192, -0.312, -0.183, -0.196, -0.297, -0.240, -0.161, -0.175, 0.111, 0.122, 0.103, 0.120, 0.097, 0.079, 0.108, 0.113, 0.101, 0.120, 0.070, 0.085, 0.753, -0.314, 0.043, 0.018, 0.017, -0.311, 0.041, 0.036, 0.024, -0.328, 0.034, 0.040, 0.030, 0.714, -0.325, 0.034, 0.027, 0.030, -0.327, 0.034, 0.032, 0.040, -0.308, 0.034, 0.034, 0.030, -0.118, -0.137, -0.188, -0.336, -0.161, -0.103, 0.104, 0.095, 0.070, 0.075, 0.113